1.
{"formula": "C26H24N5O2SbSe4Ti", "method": "wB97M-V/def2-TZVPD", "symbols": ["Ti", "O", "C", "N", "C", "C", "C", "C", "C", "C", "N", "C", "C", "C", "C", "C", "N", "H", "H", "H", "H", "H", "H", "H", "H", "H", "H", "N", "C", "O", "C", "C", "H", "H", "H", "H", "H", "H", "C", "C", "C", "C", "N", "C", "C", "C", "C", "C", "C", "C", "H", "H", "H", "H", "H", "H", "H", "H", "Se", "Sb", "Se", "Se", "Se"], "coordinates": [[0.58729, 0.49168, 0.31230], [3.64466, -0.09187, 2.10046], [2.96707, 0.21854, 1.11614], [2.17359, -0.59774, 0.40983], [2.17065, -1.95418, 0.88172], [1.24701, -2.16701, 2.05193], [1.22984, -3.38754, 2.72674], [0.28759, -3.58449, 3.71608], [-0.59883, -2.55660, 4.01003], [-0.46706, -1.36465, 3.32736], [0.43523, -1.16826, 2.37432], [3.00805, 1.59043, 0.52558], [4.18006, 2.30526, 0.34569], [4.14392, 3.47767, -0.39576], [2.92730, 3.89325, -0.93913], [1.80343, 3.13450, -0.70965], [1.82760, 2.01389, 0.03117], [3.19106, -2.24370, 1.18245], [1.85297, -2.62050, 0.06186], [1.93812, -4.16121, 2.46670], [0.23386, -4.52466, 4.24663], [-1.37076, -2.67588, 4.75342], [-1.12002, -0.52595, 3.54002], [5.09831, 1.91056, 0.75415], [5.04785, 4.03398, -0.58668], [2.86068, 4.77739, -1.55281], [0.84243, 3.38275, -1.15694], [-0.90314, -2.22752, -1.71959], [-1.44987, -1.44163, -0.80123], [-0.79311, -0.97209, 0.15533], [-2.93076, -1.18532, -0.90757], [-3.31571, 0.11529, -0.18592], [0.11472, -2.28717, -1.74534], [-1.38711, -2.39633, -2.61048], [-3.45138, -2.03573, -0.45323], [-3.20532, -1.14941, -1.96857], [-2.94066, 0.09338, 0.84701], [-4.40889, 0.17174, -0.14001], [-0.49394, 2.64241, 3.60396], [-1.64317, 3.36595, 3.28259], [-2.16637, 3.21967, 2.00056], [-1.57430, 2.35365, 1.10100], [-0.46927, 1.63163, 1.43070], [0.05093, 1.79817, 2.66907], [-2.02148, 2.32823, -0.31715], [-1.66412, 3.45604, -1.06860], [-1.99924, 3.56769, -2.40452], [-2.78404, 2.58952, -2.99517], [-3.20107, 1.51070, -2.24186], [-2.80662, 1.33758, -0.91601], [-0.03484, 2.73344, 4.57665], [-2.09643, 4.03359, 3.99573], [-3.02666, 3.78671, 1.68151], [0.95193, 1.23548, 2.89901], [-1.10918, 4.25254, -0.57921], [-1.64221, 4.39945, -2.99330], [-3.05110, 2.65166, -4.04239], [-3.83369, 0.76896, -2.70920], [-0.39106, 2.46169, -5.45519], [-0.10373, 0.33549, -4.32936], [-2.18715, -0.96627, -4.59129], [1.61759, -1.02071, -5.37458], [0.39746, 0.59573, -1.85061]], "forces_ev_per_a": [[-1.8, -2.5, -0.3], [0.2, 0.3, 0.0], [1.3, -0.6, 0.6], [1.3, -0.6, 0.8], [0.4, -0.5, -0.1], [0.2, -0.2, 0.1], [-0.2, 0.1, 0.0], [0.0, 0.0, -0.1], [0.0, 0.0, 0.0], [-0.2, 0.1, 0.1], [0.4, 0.1, -0.2], [-0.2, 0.8, -0.2], [0.1, 0.2, 0.1], [-0.3, -0.3, 0.0], [0.3, -0.1, 0.3], [-0.4, 0.2, 0.2], [2.6, 1.5, 0.0], [-0.3, 0.0, -0.1], [0.1, 0.2, 0.2], [0.0, 0.0, -0.1], [0.0, -0.1, 0.0], [-0.1, 0.0, 0.1], [0.0, 0.0, 0.0], [0.0, 0.0, 0.0], [0.1, 0.1, 0.0], [0.0, 0.0, -0.1], [0.3, -0.1, 0.1], [0.2, 0.0, 0.4], [-0.2, -0.8, -0.5], [-1.0, -1.1, 0.2], [0.0, 0.3, 0.3], [0.1, -0.1, 0.1], [-0.4, 0.1, 0.0], [0.0, 0.3, 0.0], [0.1, 0.0, 0.0], [0.1, -0.1, 0.1], [-0.1, 0.0, -0.2], [0.1, 0.0, 0.0], [-0.3, 0.2, 0.1], [0.2, -0.3, -0.4], [0.1, 0.1, 0.6], [0.2, -0.2, -0.4], [-1.8, 1.8, 2.1], [0.0, 0.2, 0.2], [-0.5, 0.3, -0.3], [-0.1, 0.0, 0.1], [0.0, 0.1, 0.1], [-0.1, 0.0, 0.0], [-0.1, 0.0, 0.1], [-0.2, 0.2, 0.3], [0.1, 0.0, 0.0], [-0.1, 0.1, 0.1], [-0.1, 0.0, -0.1], [-0.1, 0.0, 0.0], [0.0, -0.1, -0.1], [0.0, 0.1, 0.0], [0.1, 0.0, 0.1], [0.1, 0.0, 0.0], [0.2, 0.3, 0.3], [-0.5, -0.7, -2.2], [-0.1, -0.1, 0.4], [0.2, 0.1, 0.6], [0.1, 0.9, -3.6]], "energy_ha": -12125.07650, "homo_ha": [-0.1250, -0.1251], "fmax_ev_per_a": 3.7, "gap_ev": [5.12, 4.95], "multiplicity": 2, "e_lumo_ev": [1.721, 1.544], "total_charge": -1}

=====

2.
{"formula": "C26H25AgN3S2Si", "method": "wB97M-V/def2-TZVPD", "symbols": ["Ag", "C", "Si", "C", "C", "C", "C", "C", "C", "N", "C", "S", "H", "H", "H", "H", "H", "H", "H", "H", "H", "H", "H", "H", "C", "C", "C", "C", "N", "C", "C", "C", "C", "C", "C", "C", "H", "H", "H", "H", "H", "H", "H", "H", "S", "C", "N", "C", "C", "C", "C", "C", "C", "H", "H", "H", "H", "H"], "coordinates": [[0.06188, -1.11126, 0.41624], [-2.87615, 5.33152, -0.91537], [-2.28816, 4.30881, 0.54019], [-3.64666, 3.12364, 0.99160], [-2.06368, 5.48290, 1.98526], [-0.58785, 3.63071, 0.10675], [0.37023, 4.61105, -0.12094], [1.68098, 4.28665, -0.45065], [1.97736, 2.93954, -0.54022], [1.09806, 1.96709, -0.33991], [-0.17206, 2.27578, -0.02204], [-1.29519, 0.94783, 0.20466], [-3.81777, 5.83945, -0.69328], [-3.03894, 4.67186, -1.77219], [-2.14043, 6.08205, -1.21109], [-4.53376, 3.72313, 1.22631], [-3.38210, 2.51519, 1.85560], [-3.87366, 2.43838, 0.17662], [-3.00005, 5.99307, 2.22522], [-1.30086, 6.23969, 1.79538], [-1.75286, 4.91219, 2.86463], [0.09856, 5.66055, -0.03899], [2.43657, 5.03966, -0.63014], [2.98338, 2.61008, -0.79487], [-4.67828, -2.84521, 0.26369], [-4.43043, -4.19107, 0.03138], [-3.13398, -4.66542, 0.07820], [-2.08511, -3.78121, 0.37317], [-2.34129, -2.49375, 0.58357], [-3.58582, -2.03673, 0.52768], [-0.64210, -4.22016, 0.44069], [-0.39500, -5.59552, 0.52978], [0.89701, -6.09551, 0.55527], [1.95548, -5.20106, 0.48882], [1.69760, -3.83673, 0.42507], [0.41003, -3.28227, 0.40780], [-5.67601, -2.42849, 0.22809], [-5.24378, -4.87005, -0.19833], [-2.93738, -5.70540, -0.13361], [-3.70076, -0.96939, 0.69531], [-1.21511, -6.29942, 0.60097], [1.06829, -7.16327, 0.62708], [2.97957, -5.56132, 0.49516], [2.55719, -3.17287, 0.38484], [5.27595, -1.05475, 1.23809], [3.60667, -0.85786, 1.67490], [2.77907, -0.64189, 0.72153], [3.45309, -0.61016, -0.49594], [2.83344, -0.37959, -1.72602], [3.62159, -0.37946, -2.85607], [5.00633, -0.60309, -2.77605], [5.62629, -0.82761, -1.56574], [4.82993, -0.82600, -0.41724], [3.30319, -0.93862, 2.71015], [1.76913, -0.19213, -1.75717], [3.16567, -0.20085, -3.82133], [5.59899, -0.59715, -3.68242], [6.69368, -0.99559, -1.51008]], "forces_ev_per_a": [[-0.4, -0.3, -0.2], [0.0, -0.1, -0.2], [0.2, -0.1, 0.0], [-0.1, 0.0, 0.0], [0.0, 0.0, 0.2], [0.0, 0.1, 0.0], [0.1, 0.0, 0.0], [0.0, 0.0, 0.0], [0.0, -0.1, 0.0], [0.0, 0.0, 0.0], [-0.2, -0.2, 0.0], [0.5, 0.1, 0.0], [0.0, 0.0, 0.0], [0.0, 0.1, 0.0], [0.0, 0.0, 0.0], [0.0, -0.1, 0.0], [0.0, 0.0, 0.0], [0.0, 0.0, 0.0], [0.0, 0.0, 0.0], [0.0, 0.0, 0.0], [0.0, 0.1, 0.0], [0.0, 0.0, 0.0], [0.0, 0.0, 0.0], [0.0, 0.0, 0.0], [0.0, 0.0, 0.0], [0.0, 0.0, 0.0], [0.0, 0.1, 0.0], [0.3, -0.1, 0.0], [-0.1, 0.2, 0.2], [0.1, -0.1, 0.0], [-0.3, -0.1, 0.0], [0.1, 0.0, 0.0], [-0.1, 0.0, 0.0], [0.0, 0.0, 0.0], [0.1, 0.0, 0.0], [0.0, 0.3, 0.0], [0.0, 0.0, 0.0], [0.0, 0.0, 0.0], [0.0, 0.0, 0.0], [0.0, 0.0, 0.0], [0.0, 0.0, 0.0], [0.0, 0.0, 0.0], [0.0, 0.0, 0.0], [0.0, 0.0, 0.0], [0.2, -0.1, 0.0], [-0.3, 0.0, 0.0], [0.4, 0.1, 0.0], [-0.4, 0.1, 0.2], [0.1, 0.0, -0.1], [0.0, 0.0, 0.0], [-0.1, 0.0, -0.1], [-0.1, 0.0, 0.1], [0.2, 0.0, -0.2], [0.0, 0.0, 0.0], [0.0, 0.0, 0.1], [0.0, 0.0, 0.0], [0.0, 0.0, 0.0], [0.0, 0.0, 0.0]], "energy_ha": -2402.97303, "homo_ha": -0.1467, "fmax_ev_per_a": 0.5, "gap_ev": 6.45, "e_lumo_ev": 2.455, "total_charge": -1}

=====

3.
{"formula": "C26H25N2O", "method": "wB97M-V/def2-TZVPD", "symbols": ["C", "C", "C", "C", "C", "O", "C", "C", "C", "C", "C", "C", "C", "C", "C", "C", "H", "H", "H", "H", "H", "H", "H", "H", "H", "H", "H", "C", "C", "C", "C", "N", "C", "C", "C", "C", "C", "C", "N", "C", "H", "H", "H", "H", "H", "H", "H", "H", "H", "H", "H", "H", "H", "H"], "coordinates": [[2.98486, 6.50578, 1.20921], [1.79453, 6.21174, 0.54037], [1.05428, 5.08777, 0.89222], [1.48680, 4.21509, 1.91476], [0.72246, 3.02670, 2.21746], [1.25990, 2.32136, 3.24237], [0.65587, 1.15748, 3.67814], [-0.50525, 0.65732, 3.05671], [-1.10407, -0.47249, 3.68348], [-0.49410, -1.08365, 4.76870], [0.69787, -0.58137, 5.30823], [1.26418, 0.56582, 4.77326], [-0.93437, 1.31669, 1.89085], [-0.42178, 2.56608, 1.57213], [2.68095, 4.53982, 2.60291], [3.41617, 5.66356, 2.24202], [3.57180, 7.38279, 0.92936], [1.43571, 6.85073, -0.26449], [0.12476, 4.84440, 0.38405], [-2.05264, -0.83138, 3.28202], [-0.94528, -1.96239, 5.22849], [1.18315, -1.07327, 6.14795], [2.15724, 1.02530, 5.18380], [-1.68029, 0.84432, 1.24972], [-0.85961, 3.18039, 0.78819], [3.04398, 3.91252, 3.41282], [4.34171, 5.87850, 2.77405], [-3.30002, -3.11469, -3.75863], [-3.44922, -2.47538, -2.37842], [-2.16322, -1.96439, -1.81379], [-0.92996, -2.37966, -2.35998], [-0.89819, -3.27820, -3.39097], [-2.07213, -3.99114, -3.82844], [0.32053, -3.91625, -3.82103], [1.49000, -2.96426, -3.74108], [1.58754, -2.31356, -2.36045], [0.26872, -1.88370, -1.80276], [0.16840, -1.00492, -0.70741], [-0.99921, -0.60945, -0.18757], [-2.13008, -1.08429, -0.71870], [-4.17424, -3.72771, -3.98518], [-3.22423, -2.33369, -4.52245], [-4.17567, -1.65678, -2.43448], [-3.87871, -3.23016, -1.70168], [-2.21980, -4.89790, -3.21500], [-1.88593, -4.30721, -4.86489], [0.51928, -4.81341, -3.20770], [0.16048, -4.24199, -4.85894], [2.40200, -3.52266, -3.96014], [1.37233, -2.19148, -4.50788], [2.06128, -3.03889, -1.68092], [2.26218, -1.45162, -2.41461], [1.06857, -0.60706, -0.23349], [-3.05954, -0.74915, -0.25220]], "forces_ev_per_a": [[-0.2, -0.3, 0.1], [-0.1, -0.1, 0.0], [0.1, -0.4, 0.2], [0.5, 1.1, -0.3], [0.5, -0.6, 1.3], [-1.1, -0.3, -1.1], [0.1, 0.7, -0.1], [0.9, -0.5, 0.9], [0.2, -0.1, -0.3], [-0.6, 0.0, -0.3], [0.3, 0.5, -0.3], [0.0, -0.4, 0.3], [-0.8, 0.7, -0.1], [0.2, -0.3, -0.2], [-0.2, 0.0, -0.2], [-0.1, 0.0, -0.1], [-0.2, -0.3, 0.1], [0.1, -0.1, 0.2], [0.3, 0.3, -0.1], [0.3, -0.1, 0.1], [0.0, 0.3, -0.2], [-0.2, 0.1, -0.1], [-0.1, -0.1, 0.0], [0.1, 0.3, 0.4], [0.2, -0.4, 0.1], [-0.1, 0.1, -0.2], [-0.2, 0.0, -0.1], [-0.1, 0.2, -0.1], [-0.7, -0.3, 0.1], [0.4, 0.6, 0.8], [0.0, -0.2, 0.2], [0.0, 0.1, -0.4], [-0.3, -0.1, 0.1], [0.3, -0.1, 0.1], [0.1, 0.3, -0.1], [0.7, -0.3, 0.1], [-0.4, 0.6, 0.8], [-0.5, -0.6, -1.0], [0.1, -0.1, 0.2], [0.5, -0.6, -1.0], [0.0, 0.2, 0.0], [0.0, -0.1, 0.0], [0.0, -0.1, 0.1], [0.1, 0.2, 0.0], [0.0, 0.1, -0.1], [-0.2, 0.0, 0.3], [0.0, 0.1, -0.1], [0.2, 0.0, 0.3], [0.0, 0.2, 0.0], [0.0, -0.1, 0.0], [-0.1, 0.2, 0.0], [0.0, -0.1, 0.1], [-0.1, -0.1, -0.2], [0.1, -0.1, -0.2]], "energy_ha": -1190.29845, "homo_ha": -0.3683, "fmax_ev_per_a": 1.6, "gap_ev": 5.41, "e_lumo_ev": -4.612, "total_charge": 1}

=====

4.
{"formula": "C26H25N3O7", "method": "wB97M-V/def2-TZVPD", "symbols": ["C", "H", "O", "C", "C", "C", "C", "C", "C", "C", "C", "O", "C", "C", "O", "C", "C", "N", "C", "H", "C", "O", "H", "H", "H", "C", "O", "H", "H", "H", "H", "C", "H", "H", "H", "O", "C", "O", "C", "N", "C", "C", "C", "C", "C", "C", "N", "C", "H", "H", "H", "H", "H", "H", "H", "H", "H", "H", "H", "H", "H"], "coordinates": [[6.02931, 4.22855, 2.90977], [5.11927, 4.39152, 2.32257], [6.41691, 2.87670, 2.92810], [5.55468, 2.01989, 3.64651], [4.26840, 1.72299, 2.93407], [3.89854, 0.50116, 2.56565], [2.62303, 0.18488, 1.92672], [1.45983, 0.75317, 2.33921], [0.18258, 0.38004, 1.80972], [-0.97819, 1.03169, 2.10679], [-2.23172, 0.67552, 1.51958], [-3.23456, 1.36497, 1.55858], [-2.31185, -0.71797, 0.84904], [-0.99836, -1.27886, 0.30951], [-0.99042, -2.15490, -0.53263], [0.22199, -0.73645, 0.90085], [1.42069, -1.24539, 0.50182], [2.60873, -0.77866, 0.93255], [3.83043, -1.20584, 0.26934], [4.64315, -0.59255, 0.66675], [4.14778, -2.67154, 0.58399], [4.44573, -2.75520, 1.96084], [4.62205, -3.67242, 2.19195], [5.00552, -2.98234, -0.02580], [3.29243, -3.30726, 0.32601], [3.78173, -0.94775, -1.25761], [3.07740, -1.90836, -1.99433], [2.14758, -1.66461, -2.07242], [4.81114, -0.98500, -1.62685], [3.39064, 0.06195, -1.42802], [1.42847, -2.06884, -0.19677], [-2.87275, -1.70311, 1.87919], [-2.19474, -1.78010, 2.72603], [-3.84071, -1.34153, 2.21690], [-2.99505, -2.67837, 1.41380], [-3.25142, -0.65161, -0.22786], [-2.82793, 0.07294, -1.24495], [-1.72921, 0.58708, -1.29888], [-3.83771, 0.19595, -2.33161], [-4.94756, -0.49554, -2.25023], [-5.83652, -0.35529, -3.24971], [-7.05050, -1.07231, -3.21248], [-7.95170, -0.93046, -4.22986], [-7.68379, -0.07848, -5.31675], [-6.51620, 0.63045, -5.38298], [-5.56635, 0.50908, -4.35051], [-4.41118, 1.20843, -4.41002], [-3.57132, 1.05746, -3.42612], [-2.64580, 1.61504, -3.46249], [-6.29267, 1.28966, -6.20719], [-8.41641, 0.01158, -6.10534], [-8.88435, -1.47475, -4.20786], [-7.23263, -1.71785, -2.36788], [-0.96537, 1.91936, 2.72064], [1.49117, 1.49811, 3.11824], [4.53288, -0.34886, 2.78280], [3.64433, 2.57412, 2.69876], [5.32714, 2.46086, 4.63187], [6.12308, 1.09834, 3.79567], [6.85059, 4.77227, 2.44684], [5.86979, 4.60843, 3.92649]], "forces_ev_per_a": [[0.0, 0.1, 0.0], [0.0, 0.0, 0.0], [0.1, -0.2, -0.1], [0.0, -0.1, 0.2], [0.2, 0.0, -0.1], [0.3, 0.2, 0.2], [-0.7, 0.4, 0.2], [0.4, -0.1, 0.0], [-0.5, 0.1, -0.2], [0.4, 0.1, 0.3], [-0.1, -0.1, -0.2], [0.1, -0.1, 0.0], [-0.2, 0.0, 0.0], [0.0, -0.3, -0.2], [0.0, 0.1, 0.2], [0.7, -0.1, 0.0], [-0.7, 0.0, 0.1], [-0.1, 0.0, 0.3], [0.4, -0.6, -0.5], [-0.1, -0.1, -0.1], [0.0, 0.2, -0.4], [0.1, 0.0, 0.3], [0.0, 0.1, 0.0], [-0.1, 0.0, 0.0], [0.1, 0.1, -0.1], [0.4, 0.3, 0.5], [-0.4, -0.4, -0.2], [0.1, 0.0, -0.1], [-0.1, 0.1, 0.1], [0.1, 0.0, 0.0], [0.1, 0.0, 0.0], [0.0, 0.1, -0.3], [0.0, 0.0, 0.1], [0.0, 0.1, 0.1], [0.0, -0.1, 0.0], [-0.1, -0.3, 0.4], [0.4, 0.3, -0.1], [-0.3, 0.0, 0.0], [-0.5, -0.1, -0.3], [0.5, 0.1, 0.4], [0.0, 0.4, -0.6], [-0.2, 0.0, -0.1], [0.0, -0.2, 0.3], [0.2, 0.2, -0.2], [-0.2, -0.1, -0.1], [-0.1, -0.4, 0.5], [0.2, 0.2, -0.1], [0.1, 0.0, 0.0], [0.1, 0.0, 0.1], [0.0, 0.1, -0.1], [0.0, 0.0, -0.1], [-0.1, -0.1, 0.0], [0.0, -0.1, 0.1], [0.0, 0.1, 0.1], [0.1, 0.0, 0.1], [0.1, -0.1, 0.0], [-0.2, 0.1, -0.1], [0.1, -0.1, -0.1], [-0.1, 0.0, 0.1], [-0.1, 0.1, 0.0], [0.0, 0.0, 0.0]], "energy_ha": -1696.68530, "homo_ha": -0.2816, "fmax_ev_per_a": 0.9, "gap_ev": 7.32, "e_lumo_ev": -0.340, "total_charge": 0, "smiles": "COC/C=C/C1=CC2=CC(=O)[C@@](C)(OC(=O)c3cnc4ccccc4n3)C(=O)C2=CN1C(CO)CO"}